ORCA calculation (the ωB97M-V functional and the def2-TZVPD basis) on one molecule with the formula C2H2N2O.

Values from the calculation:
HOMO level (spin up / spin down) (eV): -9.2 / -9.2
Gap between HOMO and LUMO (spin up / spin down) (eV): 7.9 / 7.9
Energy relative to the best compared isomer or geometry (same formula, charge and spin) (kJ/mol): 385.3
Net charge: 0
Molecular weight (g mol⁻¹): 70.05

Geometry (Å):
O (0.387, 1.998, 0.541)
C (-0.228, 1.050, 0.127)
C (-0.115, -0.351, 0.599)
N (0.885, -0.996, -0.032)
N (0.925, -1.820, -0.798)
H (-0.938, 1.152, -0.733)
H (-0.917, -1.033, 0.297)

The natural (NBO) scheme yields these atomic charges, measured in e: -0.50, 0.38, -0.39, 0.08, 0.11, 0.11, 0.21